The following is a quantum chemistry calculation of a cluster of 10 separate species, C65H161F6N8O11P in total in a non-equilibrium geometry, from the OMol25 dataset.

Last column: Mulliken charge in e.
CARTESIAN COORDINATES (ANGSTROEM)
C  -4.260  -6.332  -18.315  -1.18
C  -4.076  -7.759  -17.779  -0.23
N  -2.966  -7.879  -16.676  0.04
C  -2.695  -9.252  -15.946  -1.28
C  -1.544  -7.457  -17.308  -0.06
C  -1.078  -8.487  -18.304  -1.30
C  -3.260  -6.884  -15.581  -1.05
C  -2.400  -6.815  -14.285  -0.37
O  -1.051  -6.348  -14.513  -0.46
C  -0.280  -6.477  -13.338  0.48
H  -3.492  -5.904  -18.960  0.35
H  -4.362  -5.543  -17.571  0.29
H  -5.167  -6.409  -18.914  0.45
H  -3.825  -8.548  -18.488  0.49
H  -4.884  -8.029  -17.099  0.40
H  -2.705  -9.971  -16.766  0.50
H  -3.647  -9.345  -15.422  0.46
H  -1.840  -9.059  -15.299  0.42
H  -0.837  -7.405  -16.481  0.16
H  -1.664  -6.426  -17.639  0.50
H  -0.944  -9.467  -17.846  0.31
H  -0.052  -8.388  -18.659  0.42
H  -1.748  -8.596  -19.157  0.33
H  -4.314  -6.995  -15.322  0.40
H  -2.891  -5.945  -15.995  0.43
H  -2.559  -7.656  -13.610  0.08
H  -2.753  -5.889  -13.831  0.57
H  -0.159  -7.524  -13.058  -0.30
H  -0.593  -5.955  -12.434  -0.16
H  0.733  -6.134  -13.548  0.40
C  4.497  -5.452  -4.918  -0.65
C  4.745  -3.977  -5.017  -0.86
N  3.549  -3.041  -4.785  0.44
C  3.985  -1.597  -4.948  -1.04
C  2.403  -3.275  -5.899  -1.18
C  2.864  -3.143  -7.357  0.26
C  2.898  -3.167  -3.407  -0.45
C  1.792  -2.077  -3.037  -0.98
O  0.644  -2.420  -3.767  -0.11
C  -0.506  -1.593  -3.468  -0.88
H  5.504  -5.805  -5.138  0.47
H  3.762  -5.865  -5.609  -0.06
H  4.100  -5.731  -3.942  0.46
H  5.082  -3.602  -5.984  0.57
H  5.458  -3.703  -4.240  0.41
H  4.721  -1.412  -5.731  0.38
H  4.539  -1.400  -4.031  0.46
H  3.142  -0.931  -5.131  0.41
H  1.646  -2.522  -5.680  0.84
H  1.982  -4.281  -5.888  0.15
H  3.927  -3.263  -7.570  0.19
H  2.649  -2.119  -7.664  0.29
H  2.231  -3.744  -8.010  -0.91
H  3.689  -3.220  -2.659  0.53
H  2.508  -4.185  -3.399  0.18
H  2.220  -1.077  -3.102  0.44
H  1.631  -2.108  -1.959  0.62
H  -0.461  -0.506  -3.539  0.40
H  -0.822  -1.752  -2.437  0.38
H  -1.379  -1.973  -3.999  0.16
C  -1.119  0.847  -12.218  -1.44
C  -0.138  0.191  -11.327  -0.32
N  -0.696  -0.983  -10.523  0.69
C  0.432  -1.555  -9.557  -0.94
C  -1.945  -0.656  -9.667  0.22
C  -1.936  0.689  -9.026  -1.63
C  -1.129  -2.211  -11.422  -0.51
C  -0.041  -2.839  -12.216  0.90
O  0.187  -2.039  -13.298  -0.36
C  1.186  -2.535  -14.218  -0.63
H  -1.983  1.308  -11.740  0.26
H  -1.488  0.181  -12.998  0.26
H  -0.677  1.642  -12.819  0.45
H  0.180  0.843  -10.514  0.68
H  0.702  -0.081  -11.965  0.38
H  1.318  -1.787  -10.148  -0.03
H  0.010  -2.455  -9.111  0.14
H  0.767  -0.847  -8.799  0.69
H  -2.000  -1.401  -8.874  -0.37
H  -2.866  -0.947  -10.172  0.55
H  -0.950  0.992  -8.676  0.34
H  -2.512  0.686  -8.101  0.46
H  -2.394  1.550  -9.513  0.40
H  -1.778  -1.817  -12.204  0.71
H  -1.832  -2.849  -10.885  -0.34
H  -0.324  -3.832  -12.565  -0.55
H  0.834  -3.125  -11.633  0.16
H  0.880  -2.173  -15.200  0.26
H  1.327  -3.615  -14.174  0.16
H  2.142  -2.117  -13.901  0.29
C  6.866  -15.814  -5.092  -1.17
C  6.798  -14.709  -6.267  -0.39
N  7.289  -13.267  -5.937  0.65
C  8.716  -13.526  -5.316  -1.05
C  7.312  -12.458  -7.235  -0.42
C  8.101  -12.825  -8.430  -1.25
C  6.399  -12.646  -4.820  -1.38
C  5.273  -11.715  -5.233  0.00
O  5.767  -10.504  -5.659  -0.47
C  4.780  -9.630  -6.132  0.47
H  7.857  -15.960  -4.662  0.34
H  6.493  -16.801  -5.367  0.42
H  6.261  -15.488  -4.245  0.32
H  5.772  -14.606  -6.622  0.37
H  7.440  -15.073  -7.069  0.33
H  9.400  -12.701  -5.519  0.34
H  9.248  -14.348  -5.794  0.40
H  8.472  -13.871  -4.312  0.47
H  7.698  -11.463  -7.012  0.40
H  6.311  -12.279  -7.626  0.19
H  8.004  -13.890  -8.645  0.34
H  9.172  -12.633  -8.353  0.38
H  7.925  -12.147  -9.265  0.37
H  7.044  -12.035  -4.189  0.43
H  6.009  -13.445  -4.190  0.42
H  4.854  -11.407  -4.275  0.50
H  4.578  -12.341  -5.794  0.19
H  4.668  -9.860  -7.191  -0.14
H  5.245  -8.653  -5.999  0.16
H  3.835  -9.663  -5.590  -0.22
C  0.202  -14.166  -1.961  -1.12
C  1.621  -13.682  -2.213  -0.53
N  1.744  -12.154  -2.523  0.78
C  0.771  -11.350  -1.701  -1.60
C  3.191  -11.686  -2.126  -0.05
C  3.366  -11.440  -0.518  -1.52
C  1.407  -11.953  -3.985  -0.85
C  0.908  -10.541  -4.465  -0.22
O  1.643  -9.431  -3.971  -0.37
C  1.320  -8.138  -4.407  -0.19
H  -0.310  -13.641  -1.156  0.30
H  0.023  -15.223  -1.761  0.39
H  -0.190  -13.927  -2.950  0.36
H  2.090  -14.149  -3.078  0.38
H  2.226  -13.896  -1.332  0.47
H  0.880  -11.526  -0.630  0.44
H  -0.285  -11.506  -1.920  0.45
H  1.090  -10.325  -1.889  0.62
H  3.306  -10.673  -2.510  0.12
H  3.900  -12.410  -2.530  0.40
H  4.409  -11.216  -0.298  0.48
H  3.321  -12.335  0.102  0.37
H  2.738  -10.684  -0.046  0.37
H  0.631  -12.671  -4.251  0.22
H  2.273  -12.271  -4.565  0.21
H  -0.159  -10.330  -4.408  0.64
H  1.085  -10.648  -5.535  0.09
H  2.018  -7.421  -3.977  0.13
H  0.352  -7.776  -4.061  0.47
H  1.404  -8.190  -5.493  -0.18
C  0.614  -12.777  -8.637  -1.68
C  0.635  -11.374  -9.136  0.31
N  0.601  -11.207  -10.740  0.22
C  0.586  -9.654  -10.969  -0.11
C  1.876  -11.850  -11.402  -0.60
C  3.257  -11.330  -10.882  -1.06
C  -0.746  -11.832  -11.385  -0.63
C  -2.025  -11.481  -10.640  -1.03
O  -2.459  -10.120  -10.667  -0.01
C  -3.384  -9.886  -11.737  -1.16
H  -0.275  -13.214  -9.091  0.26
H  0.435  -12.770  -7.562  0.38
H  1.604  -13.206  -8.794  0.44
H  1.479  -10.807  -8.744  0.41
H  -0.265  -10.869  -8.786  -0.16
H  1.486  -9.349  -10.435  -0.30
H  -0.235  -9.120  -10.490  -0.13
H  0.581  -9.449  -12.040  0.37
H  1.578  -11.792  -12.449  0.45
H  1.551  -12.825  -11.039  0.54
H  4.047  -11.903  -11.368  0.63
H  3.472  -11.382  -9.815  0.19
H  3.445  -10.274  -11.074  0.20
H  -0.477  -12.882  -11.497  0.56
H  -0.729  -11.320  -12.346  0.50
H  -1.971  -11.922  -9.645  0.40
H  -2.860  -12.018  -11.091  0.62
H  -3.162  -10.377  -12.685  0.48
H  -3.734  -8.859  -11.835  0.29
H  -4.318  -10.396  -11.500  0.39
C  6.159  -8.972  -9.621  -0.37
C  6.512  -7.687  -10.454  -0.71
N  7.092  -6.473  -9.632  0.94
C  5.900  -5.988  -8.682  -1.03
C  8.369  -6.954  -8.831  -0.57
C  9.449  -7.555  -9.635  -1.26
C  7.666  -5.344  -10.471  -1.01
C  6.708  -4.445  -11.234  -0.21
O  5.833  -5.384  -11.845  -0.35
C  4.670  -4.833  -12.608  -0.86
H  5.766  -9.715  -10.314  0.33
H  5.444  -8.675  -8.854  -0.10
H  7.115  -9.206  -9.152  0.15
H  5.587  -7.262  -10.843  0.07
H  7.217  -7.856  -11.268  0.71
H  5.047  -5.608  -9.244  0.15
H  6.254  -5.134  -8.105  0.58
H  5.371  -6.717  -8.067  0.10
H  8.066  -7.513  -7.945  0.44
H  8.790  -6.103  -8.297  0.56
H  10.250  -7.883  -8.973  0.45
H  9.863  -6.823  -10.327  0.32
H  9.123  -8.380  -10.268  0.28
H  8.319  -5.776  -11.230  0.42
H  8.161  -4.698  -9.746  0.31
H  7.301  -3.834  -11.915  0.58
H  6.269  -3.893  -10.403  -0.03
H  5.014  -4.449  -13.568  0.43
H  4.096  -4.070  -12.083  0.25
H  4.075  -5.705  -12.876  0.32
C  -1.618  -8.460  -7.516  -0.27
C  -2.434  -7.144  -7.306  -0.61
N  -3.330  -6.690  -8.455  1.30
C  -2.554  -6.536  -9.804  -0.20
C  -4.335  -7.878  -8.571  -0.35
C  -5.461  -7.959  -7.414  -1.44
C  -4.110  -5.420  -8.120  -1.02
C  -3.302  -4.165  -8.397  -1.19
O  -1.907  -4.089  -8.009  0.96
C  -1.641  -3.762  -6.672  -1.46
H  -0.850  -8.466  -6.743  -0.03
H  -1.174  -8.454  -8.512  -0.34
H  -2.237  -9.347  -7.384  0.61
H  -1.702  -6.342  -7.210  -0.21
H  -3.126  -7.249  -6.470  0.69
H  -2.224  -7.500  -10.192  -0.56
H  -1.653  -5.947  -9.639  -0.21
H  -3.290  -6.010  -10.413  0.76
H  -3.785  -8.806  -8.727  0.13
H  -4.755  -7.723  -9.564  0.51
H  -6.039  -8.871  -7.564  0.46
H  -6.226  -7.190  -7.520  0.40
H  -5.090  -7.974  -6.389  0.31
H  -4.434  -5.441  -7.079  0.43
H  -4.995  -5.392  -8.755  0.47
H  -3.832  -3.268  -8.077  0.77
H  -3.337  -4.125  -9.486  0.12
H  -0.593  -3.485  -6.555  0.08
H  -1.901  -4.571  -5.990  0.51
H  -2.204  -2.868  -6.405  0.52
O  5.007  -1.159  -9.707  -0.46
C  3.922  -0.483  -10.068  0.85
O  3.154  0.123  -9.271  -0.75
O  3.534  -0.680  -11.235  -0.76
H  5.061  -1.487  -10.608  0.24
P  1.917  -6.549  -9.125  2.19
F  1.236  -7.742  -8.287  -0.47
F  3.002  -7.713  -9.742  -0.57
F  1.004  -6.972  -10.426  -0.43
F  2.538  -5.344  -10.100  -0.35
F  0.825  -5.546  -8.477  -0.73
F  2.811  -6.373  -7.762  -0.46

Summary:
E: -4776.96317 hartree
frontier orbital gap: 4.93 eV
LUMO level: -10.539 eV
net charge: +6
HOMO level: -15.466 eV
relative energy (zero: lowest compared OMol25 entry of this formula, charge and spin): 99.72 kcal/mol